The following is a quantum chemistry calculation of a 13-piece molecular cluster, C36H82BF19N8O14P overall at a distorted geometry, from the Open Molecules 2025 dataset.

Structure (XYZ):
```
161
Properties=species:S:1:pos:R:3:lowdin_charge:R:1
C -4.1760 -4.9531 -6.1117 0.041
C -3.6391 -3.5913 -5.7020 -0.405
O -2.8515 -3.0334 -6.3324 0.145
N -3.8522 -3.2699 -4.2119 0.137
H -4.8424 -3.1271 -4.0733 0.169
H -3.8752 -4.1188 -3.6652 0.090
C -2.7431 -2.2305 -3.7051 0.035
H -4.6292 -4.7928 -7.0899 0.097
H -5.0072 -5.2572 -5.4755 0.098
H -3.3495 -5.6614 -6.1700 0.111
H -2.9951 -2.2118 -2.6448 0.047
H -2.9856 -1.2714 -4.1627 0.099
H -1.7360 -2.6384 -3.7911 0.074
C 1.4964 3.5611 -4.0371 0.021
C 0.2026 3.6677 -4.7508 -0.412
O -0.0026 3.3988 -5.8981 0.164
N -0.9409 4.2757 -3.9679 0.112
H -1.8455 3.9518 -4.2790 0.174
H -0.8477 3.9842 -3.0054 0.091
C -0.8935 5.8194 -4.0045 0.055
H 1.8559 4.5824 -3.9116 0.099
H 2.2545 3.0478 -4.6286 0.107
H 1.3848 3.0785 -3.0661 0.070
H -1.8335 6.1961 -3.6012 0.098
H -0.7565 6.1541 -5.0328 0.109
H -0.0220 6.2272 -3.4925 0.101
C -4.3401 4.8001 -1.1447 0.016
C -4.0231 4.8057 0.2707 -0.360
O -4.5261 5.5869 1.0801 0.155
N -3.0173 3.7193 0.7386 0.108
H -2.3148 3.5151 0.0422 0.090
H -2.3882 4.1581 1.3957 0.079
C -3.6647 2.3810 1.2451 0.063
H -5.3848 5.1048 -1.2059 0.114
H -4.2243 3.7783 -1.5063 0.093
H -3.7144 5.5634 -1.6071 0.098
H -4.1151 1.8658 0.3967 0.083
H -4.5078 2.6731 1.8712 0.107
H -2.8889 1.9262 1.8609 0.079
C 3.6282 -4.5947 6.0615 0.020
C 4.1248 -4.0405 4.7664 -0.368
O 5.2026 -3.4228 4.7392 0.173
N 3.2522 -4.3551 3.6201 0.131
H 3.7963 -4.5291 2.7871 0.175
H 2.6778 -5.1722 3.7703 0.180
C 2.3306 -3.2020 3.1396 0.050
H 4.1393 -4.1340 6.9069 0.106
H 3.7667 -5.6735 6.1331 0.114
H 2.5878 -4.3115 6.2208 0.086
H 2.6788 -2.2062 3.4141 0.087
H 1.2979 -3.2376 3.4864 0.096
H 2.3581 -3.2193 2.0501 0.089
C 1.6448 0.3344 5.7876 0.042
C 1.0416 -0.9022 6.3631 -0.306
O 0.5040 -1.7403 5.6143 0.111
N 0.9220 -0.9342 7.9070 0.112
H 1.7619 -1.2628 8.3617 0.178
H 0.9694 0.0012 8.2851 0.177
C -0.2515 -1.7668 8.3692 0.031
H 1.5190 0.5162 4.7203 0.100
H 2.6650 0.3545 6.1711 0.112
H 1.0389 1.1280 6.2247 0.104
H 0.0644 -2.2890 9.2723 0.111
H -0.7317 -2.4356 7.6550 0.108
H -1.0498 -1.0895 8.6726 0.114
C 1.9756 6.3027 0.6873 0.049
C 1.8469 5.0749 -0.1400 -0.344
O 2.2657 4.8811 -1.2917 0.087
N 1.2038 3.8809 0.5430 0.113
H 0.6264 4.2634 1.2782 0.094
H 0.5717 3.3309 -0.0209 0.095
C 2.2643 3.0602 1.3172 0.063
H 0.9983 6.4816 1.1356 0.100
H 2.2587 7.0757 -0.0271 0.106
H 2.7765 6.1251 1.4050 0.106
H 1.6932 2.2019 1.6709 0.083
H 2.4497 3.6593 2.2087 0.079
H 3.1235 2.8830 0.6702 0.102
C 3.5007 0.2188 -0.8415 0.050
C 3.0639 -1.2352 -1.1519 -0.271
O 1.8650 -1.5723 -1.2507 0.114
N 4.1743 -2.3234 -1.3972 0.121
H 5.1116 -1.9578 -1.4853 0.169
H 4.2217 -2.9584 -0.6132 0.166
C 3.8830 -3.0623 -2.7508 0.051
H 4.2513 0.4708 -0.0924 0.093
H 2.5884 0.7834 -0.6487 0.077
H 3.6270 0.6689 -1.8262 0.101
H 3.5090 -2.2686 -3.3976 0.081
H 3.1222 -3.8130 -2.5368 0.102
H 4.7225 -3.6204 -3.1652 0.108
C 0.4088 -1.7918 -5.3428 0.035
C 1.6901 -1.5841 -6.1686 -0.344
O 2.6323 -0.9599 -5.7346 0.134
N 1.8600 -2.2430 -7.5305 0.135
H 1.9711 -3.1884 -7.1930 0.179
H 1.0214 -2.1618 -8.0876 0.178
C 3.0411 -1.6475 -8.4209 0.066
H -0.1422 -2.6172 -5.7935 0.079
H -0.3308 -1.0145 -5.5350 0.110
H 0.6364 -1.8872 -4.2811 0.089
H 4.0385 -1.5763 -7.9870 0.101
H 2.8152 -0.7148 -8.9377 0.112
H 3.1944 -2.4032 -9.1913 0.102
C -1.0866 1.5520 -1.3041 -0.398
O -0.4847 1.1232 -0.1348 -0.112
O -0.8759 2.9507 -1.2901 -0.246
C -0.6517 0.6370 -2.5593 -0.605
F 0.6648 0.6807 -2.8442 0.113
F -0.9714 -0.5936 -2.5433 0.194
F -1.2069 1.2033 -3.6246 0.137
C -0.9521 -0.0767 0.5157 -0.185
C 0.1018 -0.3136 1.6455 -0.039
H 0.0883 0.5040 2.3662 0.051
H -0.0516 -1.2703 2.1448 0.070
H 1.0918 -0.3217 1.1895 0.041
H -1.0263 -0.9113 -0.1814 0.101
H -1.9666 0.0564 0.8913 0.099
H -2.1647 1.4054 -1.2390 0.133
C -0.7828 4.6601 3.6828 -0.439
O 0.6321 4.6198 3.7352 -0.131
O -1.0980 5.0995 2.3996 -0.218
C -1.3798 3.3444 4.1777 -0.667
F -1.0511 3.1342 5.3912 0.185
F -2.6760 3.3087 4.3084 0.185
F -1.0099 2.2641 3.4577 0.117
C 1.3295 5.2273 4.8716 -0.187
C 2.9026 5.0147 4.7297 -0.048
H 3.2142 5.7781 4.0168 0.056
H 3.4094 5.2466 5.6664 0.076
H 3.2522 4.0644 4.3263 0.056
H 1.0403 4.6837 5.7711 0.095
H 1.0710 6.2620 5.0965 0.121
H -1.1312 5.4204 4.3819 0.154
C -3.6056 -5.5078 -1.1549 -0.392
O -2.1907 -5.5625 -1.4186 -0.104
O -4.1335 -5.7352 -2.4543 -0.261
C -3.9295 -6.4935 0.0377 -0.550
F -3.6488 -6.1235 1.2394 0.179
F -5.3027 -6.7570 -0.0999 0.090
F -3.2129 -7.6223 -0.1146 0.122
C -1.3263 -4.5657 -0.9915 -0.317
C -0.8231 -4.7445 0.4417 -0.068
H -0.6276 -5.8167 0.4617 0.082
H 0.0907 -4.1979 0.6743 0.034
H -1.5990 -4.5010 1.1675 0.073
H -1.6863 -3.5701 -1.2507 0.081
H -0.4503 -4.7378 -1.6169 0.097
H -4.0560 -4.5530 -0.8838 0.111
P -4.7966 -1.4744 -0.4623 0.145
F -3.4055 -2.2488 -0.2454 -0.151
F -5.1679 -2.5182 -1.6594 -0.167
F -5.6061 -2.5679 0.5063 -0.188
F -6.2716 -0.8794 -0.7110 -0.158
F -4.5012 -0.6019 0.8084 -0.129
F -4.2244 -0.3059 -1.4344 -0.168
B 4.2856 0.4329 2.9912 -1.460
F 4.3780 1.0517 4.2085 0.148
F 5.0688 1.1315 2.1592 0.175
F 4.7479 -0.8868 3.1158 0.088
F 3.0333 0.3597 2.4403 0.122
```

Summary:
calculated total energy	-5175.10445	a.u.
frontier orbital gap	0.1228	hartree
charge	+3

=====

The following is a quantum chemistry calculation of a 12-piece molecular cluster, C36H84Cl2N11O17PS overall at a distorted geometry, from the Open Molecules 2025 dataset.

Structure (XYZ):
```
152
Properties=species:S:1:pos:R:3:lowdin_charge:R:1
C 3.4596 -1.0338 1.2968 -0.151
C 2.5011 -1.6655 0.0892 -0.580
Cl 2.3883 -0.2895 -1.2021 0.516
C 0.9523 -1.8208 0.6872 -0.674
Cl 0.5083 -0.1427 1.3782 0.596
O 0.8077 -2.9228 1.6540 -0.347
S -0.8284 -2.8632 2.2195 1.000
O -1.0535 -4.2295 2.9723 -0.420
O -1.9365 -2.7736 0.9271 -0.464
P -2.8246 -1.2737 0.9168 0.702
O -2.3395 -0.2892 -0.2642 -0.377
O -4.5093 -1.7172 0.5684 -0.190
O -2.7441 -0.3584 2.3963 -0.245
H 3.1080 -1.5200 2.3055 0.085
H 4.6084 -1.2087 1.0644 0.086
H 3.3333 0.1464 1.4007 0.050
H 2.9190 -2.6666 -0.3572 0.092
H 0.2833 -2.0696 -0.2512 0.128
H -5.0337 -0.9945 1.0230 0.088
H -2.1425 0.4556 2.3085 0.087
C -6.5182 -6.6998 -1.1624 -0.346
O -5.5528 -7.4160 -1.3977 0.006
N -6.4568 -5.4031 -0.6984 -0.207
C -7.6472 -4.6181 -0.4434 -0.068
C -5.1607 -4.8035 -0.4572 -0.042
H -7.5512 -7.0558 -1.3112 0.132
H -7.6234 -3.7242 -1.0731 0.088
H -7.6589 -4.3248 0.6102 0.081
H -8.5518 -5.1905 -0.6667 0.085
H -4.5888 -4.8045 -1.3902 0.091
H -4.6241 -5.4023 0.2851 0.101
H -5.2702 -3.7782 -0.0936 0.057
C 6.7870 1.4619 0.4640 -0.310
O 6.3370 0.3229 0.4780 -0.014
N 6.0402 2.6146 0.3451 -0.181
C 6.6477 3.9296 0.3366 -0.050
C 4.6007 2.5102 0.2248 -0.053
H 7.8691 1.6563 0.5490 0.119
H 6.2475 4.5100 1.1728 0.073
H 6.4022 4.4269 -0.6061 0.060
H 7.7347 3.8620 0.4343 0.066
H 4.2058 1.9992 1.1083 0.073
H 4.3598 1.9165 -0.6623 0.066
H 4.1466 3.5012 0.1390 0.091
C 5.1732 5.6429 4.3349 -0.319
O 4.9632 5.4080 3.1514 -0.001
N 6.4116 5.8680 4.8973 -0.207
C 6.5790 6.1402 6.3102 -0.069
C 7.5855 5.8319 4.0497 -0.047
H 4.3513 5.6935 5.0682 0.129
H 7.0482 7.1210 6.4286 0.087
H 7.2228 5.3704 6.7451 0.088
H 5.6162 6.1379 6.8286 0.084
H 7.4819 6.5881 3.2656 0.097
H 7.6556 4.8457 3.5806 0.079
H 8.4898 6.0274 4.6325 0.087
C 5.2181 -3.8640 -2.4329 -0.310
O 4.9962 -2.8949 -1.7176 0.007
N 4.2603 -4.7032 -2.9611 -0.206
C 4.6029 -5.8323 -3.8013 -0.067
C 2.8648 -4.4495 -2.6681 -0.049
H 6.2446 -4.1479 -2.7186 0.131
H 4.1237 -5.7065 -4.7763 0.087
H 4.2383 -6.7488 -3.3286 0.089
H 5.6851 -5.9061 -3.9401 0.085
H 2.6021 -3.4491 -3.0254 0.095
H 2.7162 -4.4865 -1.5845 0.082
H 2.2262 -5.1931 -3.1527 0.089
C 10.4765 3.1242 2.4718 -0.305
O 9.2997 3.2505 2.1566 -0.008
N 11.5468 3.6770 1.8016 -0.207
C 12.9142 3.4815 2.2379 -0.066
C 11.2987 4.4802 0.6221 -0.045
H 10.7781 2.5336 3.3528 0.133
H 13.3589 4.4565 2.4564 0.089
H 13.4754 2.9936 1.4358 0.089
H 12.9560 2.8586 3.1355 0.085
H 10.6602 5.3258 0.8952 0.095
H 10.7761 3.8698 -0.1206 0.095
H 12.2378 4.8490 0.2006 0.088
C -2.7010 3.7605 5.5905 -0.333
O -1.9842 3.7695 6.5836 0.006
N -3.5659 2.7463 5.2386 -0.206
C -4.3833 2.8094 4.0444 -0.067
C -3.6625 1.5781 6.0893 -0.045
H -2.7067 4.5994 4.8749 0.128
H -5.4367 2.7514 4.3328 0.078
H -4.1324 1.9632 3.3985 0.071
H -4.2115 3.7411 3.4982 0.089
H -3.9756 1.8914 7.0900 0.094
H -2.6774 1.1069 6.1601 0.094
H -4.3843 0.8633 5.6847 0.090
C -7.0987 -4.0132 -5.5189 -0.331
O -7.4797 -3.3422 -6.4701 -0.001
N -6.1525 -5.0142 -5.5753 -0.203
C -5.7537 -5.7652 -4.4026 -0.061
C -5.5352 -5.3271 -6.8475 -0.047
H -7.5026 -3.8585 -4.5046 0.123
H -4.6807 -5.6275 -4.2420 0.094
H -5.9666 -6.8246 -4.5714 0.098
H -6.2958 -5.4271 -3.5151 0.061
H -5.0335 -4.4326 -7.2293 0.092
H -6.3134 -5.6241 -7.5572 0.099
H -4.8094 -6.1373 -6.7367 0.068
C -2.7235 -8.3874 -7.6731 -0.324
O -3.9003 -8.2612 -7.9883 -0.001
N -1.6532 -7.8347 -8.3434 -0.210
C -0.2858 -8.0301 -7.9071 -0.068
C -1.9013 -7.0315 -9.5228 -0.049
H -2.4219 -8.9781 -6.7922 0.131
H 0.1589 -7.0551 -7.6885 0.088
H 0.2754 -8.5180 -8.7091 0.089
H -0.2440 -8.6531 -7.0094 0.084
H -2.5398 -6.1858 -9.2498 0.091
H -2.4239 -7.6419 -10.2656 0.095
H -0.9622 -6.6627 -9.9444 0.088
C -8.4010 -0.8067 3.3298 -0.334
O -7.6842 -0.7977 4.3229 -0.003
N -9.2659 -1.8209 2.9780 -0.209
C -10.0833 -1.7577 1.7837 -0.062
C -9.3625 -2.9891 3.8287 -0.050
H -8.4067 0.0322 2.6142 0.127
H -11.1367 -1.8158 2.0722 0.092
H -9.8324 -2.6040 1.1378 0.077
H -9.9115 -0.8261 1.2376 0.087
H -9.6756 -2.6758 4.8294 0.095
H -8.3774 -3.4603 3.8995 0.093
H -10.0843 -3.7039 3.4241 0.089
C -8.0011 6.1250 3.4197 -0.330
O -8.1896 7.0024 2.5862 0.005
N -7.2217 6.2507 4.5498 -0.208
C -7.0472 5.1636 5.4911 -0.066
C -6.5543 7.5101 4.8068 -0.050
H -8.4612 5.1276 3.3222 0.127
H -7.4079 5.4839 6.4727 0.091
H -5.9836 4.9166 5.5535 0.075
H -7.6037 4.2766 5.1761 0.084
H -7.3057 8.3020 4.8838 0.094
H -5.8881 7.7374 3.9689 0.093
H -5.9762 7.4598 5.7335 0.089
C 7.1373 6.3111 -3.3099 -0.324
O 7.3709 6.4096 -2.1117 0.000
N 5.8994 6.0657 -3.8650 -0.208
C 5.7029 5.9628 -5.2965 -0.068
C 4.7562 5.9052 -2.9904 -0.043
H 7.9347 6.4162 -4.0643 0.128
H 4.9907 6.7304 -5.6121 0.088
H 5.3016 4.9721 -5.5284 0.089
H 6.6444 6.1037 -5.8345 0.083
H 4.6318 6.8159 -2.3965 0.097
H 4.9413 5.0659 -2.3131 0.077
H 3.8487 5.7171 -3.5704 0.090
```

Summary:
calculated total energy	-4963.33867	a.u.
frontier orbital gap	0.2723	hartree

=====

The highest calculated total energy belongs to which entry? C36H84Cl2N11O17PS